Entry 1:
A 2-piece molecular cluster, C5H13N2 overall at a distorted geometry, computed with ωB97M-V with the def2-TZVPD basis set.

Cartesian coordinates (Å):
C: 2.77 -0.60 0.29
C: 2.05 0.65 0.82
C: 0.86 0.90 0.00
N: -2.79 0.52 0.38
C: -1.59 0.80 -0.20
C: -0.40 0.63 0.45
N: -0.80 -2.12 -1.29
H: 3.62 -0.82 0.92
H: 2.11 -1.46 0.19
H: 2.68 1.53 0.96
H: 1.70 0.36 1.81
H: 0.95 1.58 -0.85
H: -1.17 -1.18 -1.26
H: -2.90 -0.37 0.85
H: -3.32 1.27 0.80
H: -1.72 1.25 -1.18
H: -0.47 0.03 1.36
H: 3.15 -0.36 -0.70
H: -0.18 -2.16 -2.09
H: -1.58 -2.74 -1.46

For the HOMO-LUMO gap, the calculation gives 7.4 eV. For the largest force on an atom, the calculation gives 2.6 eV/A. Its total charge is +1.

=====

Entry 2:
An isolated ion of composition C5H13N2 and charge +1 at a distorted geometry, computed with ωB97M-V with the def2-TZVPD basis set.

Cartesian coordinates (Å):
C: 1.11 0.79 -2.33
C: 0.82 0.46 -0.77
N: 1.07 1.57 0.14
C: -0.69 0.09 -0.82
C: -1.26 -0.24 0.53
C: -0.49 -0.54 1.59
N: -0.99 -1.68 2.41
H: 0.29 0.66 -3.01
H: 1.60 1.77 -2.31
H: 1.74 -0.06 -2.68
H: 1.36 -0.47 -0.48
H: 2.07 1.68 0.24
H: 0.67 2.39 -0.32
H: -1.27 0.93 -1.19
H: -0.86 -0.67 -1.58
H: -2.32 -0.54 0.57
H: 0.52 -0.29 1.86
H: -1.70 -2.26 1.97
H: -0.30 -2.28 2.89
H: -1.37 -1.30 3.29

For the HOMO-LUMO gap, the calculation gives 8.9 eV. For the largest force on an atom, the calculation gives 3.0 eV/A. Its SMILES is C[C@@H](N)C/C=C/[NH3+]. Its total charge is +1.

=====

Entry 3:
An isolated ion of composition C5H13N2 and charge +2 at a distorted geometry, computed with ωB97M-V with the def2-TZVPD basis set.

Cartesian coordinates (Å):
C: -1.62 1.92 -0.72
C: -0.17 2.06 -0.30
C: 0.28 0.98 0.67
C: 0.51 -0.38 0.11
C: 0.22 -1.51 0.96
N: 0.56 -2.92 0.70
N: 0.90 -0.54 -1.12
H: -2.19 2.84 -0.80
H: -2.21 1.25 -0.07
H: -1.73 1.39 -1.67
H: 0.48 2.07 -1.18
H: 0.07 3.02 0.17
H: -0.30 0.86 1.59
H: 1.26 1.24 1.13
H: 0.01 -1.31 2.00
H: -0.23 -3.51 0.98
H: 0.72 -3.15 -0.29
H: 1.42 -3.19 1.20
H: 0.90 -1.40 -1.68
H: 1.11 0.28 -1.68

For the HOMO-LUMO gap (alpha / beta), the calculation gives 10.6 / 6.9 eV. For the largest force on an atom, the calculation gives 1.3 eV/A. As for the spin multiplicity: 2. Its total charge is +2.

=====

Entry 4:
C5H13N2O as an isolated structure at a distorted geometry, computed with ωB97M-V with the def2-TZVPD basis set.

Cartesian coordinates (Å):
C: -0.81 0.31 -0.51
N: -1.75 -0.18 -1.51
C: -4.27 0.67 0.31
O: -3.84 1.55 -0.43
C: 0.23 -0.73 -0.12
C: 1.07 -0.28 1.08
C: 2.36 0.46 0.72
N: 3.19 -0.73 -0.24
H: -1.37 0.57 0.39
H: -0.38 1.24 -0.87
H: -2.01 -1.13 -1.27
H: -4.22 -0.40 -0.23
H: -2.64 0.28 -1.45
H: 0.84 -0.93 -0.99
H: -0.32 -1.64 0.16
H: 1.38 -1.15 1.66
H: 0.44 0.39 1.68
H: 2.15 1.50 0.56
H: 2.78 0.23 -0.58
H: 4.15 -0.48 0.12
H: 3.05 0.44 1.55

For the HOMO-LUMO gap (alpha / beta), the calculation gives 3.4 / 5.8 eV. For the largest force on an atom, the calculation gives 4.2 eV/A. As for the spin multiplicity: 2. Its total charge is -2.

=====

Entry 5:
An isolated ion of composition C5H13N2O and charge +1 at a distorted geometry, computed with ωB97M-V with the def2-TZVPD basis set.

Cartesian coordinates (Å):
N: -1.05 -1.78 0.48
C: 0.15 -2.18 0.10
N: 1.17 -1.41 -0.16
C: 1.40 -0.01 0.27
C: 1.22 0.98 -0.84
C: -0.25 1.42 -1.13
C: -1.00 1.92 0.11
O: -1.29 0.77 0.97
H: -1.79 -2.44 0.48
H: -1.17 -0.79 0.77
H: 0.20 -3.22 -0.19
H: 1.79 -1.77 -0.87
H: 0.73 0.21 1.10
H: 2.42 -0.03 0.66
H: 1.66 0.75 -1.82
H: 1.77 1.89 -0.58
H: -0.21 2.28 -1.81
H: -0.91 0.68 -1.55
H: -0.42 2.64 0.70
H: -1.96 2.34 -0.18
H: -1.86 1.09 1.67

For the HOMO-LUMO gap, the calculation gives 11.5 eV. For the largest force on an atom, the calculation gives 2.0 eV/A. Its SMILES is N/C=[NH+]\CCCCO. Its total charge is +1.

=====

Entry 6:
An isolated ion of composition C5H13N2O and charge +1 at a distorted geometry, computed with ωB97M-V with the def2-TZVPD basis set.

Cartesian coordinates (Å):
N: 1.27 0.58 2.36
C: 0.46 -0.07 1.36
C: 0.84 -1.54 1.15
O: 0.26 -2.21 2.30
C: 0.56 0.73 0.05
C: -0.47 0.37 -0.97
C: -0.93 1.21 -1.87
N: -1.90 0.83 -2.92
H: 1.08 0.17 3.26
H: 2.26 0.60 2.15
H: -0.58 -0.06 1.68
H: 0.39 -1.99 0.26
H: 1.91 -1.64 1.25
H: 0.68 -3.06 2.43
H: 1.51 0.51 -0.43
H: 0.59 1.79 0.29
H: -0.68 -0.69 -1.05
H: -0.79 2.28 -1.79
H: -2.78 1.34 -2.81
H: -1.54 1.02 -3.85
H: -2.13 -0.17 -2.85

For the HOMO-LUMO gap, the calculation gives 8.3 eV. For the largest force on an atom, the calculation gives 1.8 eV/A. Its SMILES is N[C@H](CO)C/C=C/[NH3+]. Its total charge is +1.

=====

Entry 7:
A 2-piece molecular cluster, C5H13N2O overall at a distorted geometry, computed with ωB97M-V with the def2-TZVPD basis set.

Cartesian coordinates (Å):
C: 0.86 -0.75 -1.84
C: 1.84 -1.32 -1.15
N: 3.18 -1.03 -1.28
N: -0.59 -0.89 -1.48
H: 0.99 0.00 -2.60
H: 1.65 -2.00 -0.33
H: 3.62 -1.18 -0.38
H: 3.47 -0.16 -1.72
H: -1.05 -1.57 -2.09
H: -1.03 0.03 -1.51
H: -0.68 -1.17 -0.50
O: -3.00 1.49 3.15
C: -2.02 1.05 2.64
C: -1.74 0.80 1.15
C: -0.25 1.08 0.84
H: -1.14 0.77 3.26
H: -2.41 1.41 0.54
H: -2.01 -0.26 0.97
H: -0.01 1.99 1.40
H: -0.12 1.40 -0.19
H: 0.47 0.32 1.13

For the HOMO-LUMO gap (alpha / beta), the calculation gives 6.9 / 3.1 eV. For the largest force on an atom, the calculation gives 1.3 eV/A. As for the spin multiplicity: 2. Its total charge is +2.

=====

Entry 8:
An isolated ion of composition C5H13N2O2 and charge +1 at a distorted geometry, computed with ωB97M-V with the def2-TZVPD basis set.

Cartesian coordinates (Å):
C: 1.74 0.32 -0.13
C: 0.51 -0.49 -0.61
C: 0.39 -0.56 -2.10
O: 0.59 -1.81 -0.10
C: -0.98 0.07 0.19
N: -1.26 1.45 -0.32
C: -0.90 0.14 1.67
N: -0.44 -0.80 2.45
O: -1.17 1.31 2.10
H: 1.95 0.13 0.81
H: 1.78 1.34 -0.31
H: 2.59 0.14 -0.70
H: -0.69 -0.94 -2.23
H: 0.67 0.35 -2.49
H: 1.14 -1.29 -2.53
H: 0.38 -2.32 -0.92
H: -1.78 -0.49 -0.13
H: -1.88 1.68 -1.07
H: -0.47 2.05 -0.42
H: -0.50 -1.73 2.11
H: -0.22 -0.56 3.42
H: -1.45 1.99 1.30

For the HOMO-LUMO gap, the calculation gives 10.4 eV. For the largest force on an atom, the calculation gives 5.5 eV/A. Its SMILES is CC(C)(O)[C@H](N)C(=[NH2+])O. Its total charge is +1.

=====

Entry 9:
An isolated ion of composition C5H13N2O2S and charge +1 at a distorted geometry, computed with ωB97M-V with the def2-TZVPD basis set.

Cartesian coordinates (Å):
C: -1.10 -0.52 -0.78
C: -0.01 2.70 0.91
C: -2.58 -1.96 0.49
C: 3.43 -0.52 -0.66
C: -0.07 1.62 -0.16
N: -1.90 -1.52 -0.71
N: -1.05 0.45 0.08
O: 1.28 0.99 -0.31
O: 1.40 -1.43 0.63
S: 2.25 -0.28 0.71
H: -0.48 -0.52 -1.63
H: -0.65 3.55 0.68
H: 1.06 3.01 0.77
H: 0.09 2.13 1.83
H: -2.41 -3.14 0.63
H: -2.19 -1.45 1.32
H: -3.64 -1.95 0.54
H: 4.29 -1.17 -0.57
H: 2.76 -0.78 -1.41
H: 3.74 0.52 -0.79
H: -0.41 2.00 -1.14
H: -2.17 -2.23 -1.36
H: -1.64 0.49 0.94

For the HOMO-LUMO gap, the calculation gives 9.9 eV. For the largest force on an atom, the calculation gives 3.9 eV/A. Its total charge is +1.

=====

Entry 10:
A 2-piece molecular cluster, C5H13N2OS overall at a distorted geometry, computed with ωB97M-V with the def2-TZVPD basis set.

Cartesian coordinates (Å):
C: 0.21 -1.90 -0.63
C: 0.49 -3.58 -2.64
C: 0.87 2.65 1.01
C: -1.29 2.35 2.29
C: 0.75 -3.13 -1.23
N: -0.35 -3.06 -0.30
N: -0.59 2.22 0.93
O: 0.11 -0.70 -0.46
S: -1.18 2.97 -0.58
H: 0.84 -2.65 -3.34
H: 1.09 -4.49 -2.82
H: -0.64 -3.83 -2.81
H: 1.41 1.88 1.70
H: 1.37 2.56 0.08
H: 0.83 3.61 1.34
H: -1.31 3.44 2.63
H: -2.21 2.03 2.14
H: -0.71 1.51 2.84
H: 1.71 -3.41 -0.77
H: -0.62 1.21 0.68
H: -0.61 -3.62 0.60
H: -0.17 3.94 -0.67

For the HOMO-LUMO gap, the calculation gives 9.3 eV. For the largest force on an atom, the calculation gives 5.1 eV/A. Its total charge is +1.

=====

Entry 11:
An isolated ion of composition C5H13N2S and charge -1 at a distorted geometry, computed with ωB97M-V with the def2-TZVPD basis set.

Cartesian coordinates (Å):
C: 2.91 -0.61 -0.39
C: 1.62 -0.06 0.27
N: 0.54 0.02 -0.73
C: -0.72 0.42 -0.05
C: -1.29 -0.89 0.58
N: -1.93 -0.70 1.90
C: -1.65 0.99 -1.14
S: -1.23 2.77 -1.34
H: 3.37 -1.46 0.10
H: 2.55 -0.88 -1.39
H: 3.64 0.17 -0.63
H: 1.78 0.96 0.67
H: 1.33 -0.64 1.15
H: 0.74 0.71 -1.45
H: -0.51 1.14 0.74
H: -0.54 -1.67 0.64
H: -1.98 -1.38 -0.13
H: -2.90 -0.45 1.71
H: -1.52 0.13 2.33
H: -1.55 0.51 -2.10
H: -2.67 0.93 -0.75

For the HOMO-LUMO gap, the calculation gives 6.2 eV. For the largest force on an atom, the calculation gives 2.8 eV/A. Its SMILES is CCN[C@H](CN)C[S-]. Its total charge is -1.